Entry 1:
{"formula": "C34H48CoN2O5SSb2Si2", "method": "the ωB97M-V functional and the def2-TZVPD basis", "symbols": ["Co", "C", "Si", "C", "C", "C", "C", "C", "C", "C", "Si", "C", "C", "H", "H", "H", "H", "H", "H", "H", "H", "H", "H", "H", "H", "H", "H", "H", "H", "C", "Sb", "C", "C", "C", "C", "C", "C", "C", "C", "C", "Sb", "C", "C", "H", "H", "H", "H", "H", "H", "H", "H", "H", "H", "H", "H", "H", "H", "H", "H", "H", "H", "H", "H", "C", "N", "C", "C", "C", "O", "N", "C", "O", "H", "H", "H", "H", "H", "C", "C", "C", "C", "C", "C", "C", "S", "O", "O", "O", "H", "H", "H", "H", "H", "H", "H"], "coordinates": [[0.452, 0.392, 0.490], [0.054, 1.667, 3.706], [0.857, 0.242, 2.705], [0.310, -1.329, 3.656], [2.715, 0.361, 3.158], [3.260, 0.506, 4.434], [4.637, 0.587, 4.623], [5.488, 0.516, 3.528], [4.956, 0.363, 2.251], [3.577, 0.283, 2.051], [2.669, 0.084, 0.381], [3.580, 1.323, -0.771], [3.297, -1.619, -0.234], [0.202, 1.530, 4.784], [-1.025, 1.723, 3.521], [0.510, 2.612, 3.407], [0.234, -1.115, 4.729], [1.062, -2.116, 3.534], [-0.642, -1.721, 3.299], [2.603, 0.565, 5.299], [5.047, 0.709, 5.621], [6.562, 0.585, 3.670], [5.630, 0.311, 1.399], [4.646, 1.083, -0.865], [3.480, 2.324, -0.344], [3.158, 1.334, -1.781], [4.393, -1.637, -0.243], [2.945, -1.845, -1.244], [2.950, -2.421, 0.422], [1.521, -0.775, -3.291], [0.260, 0.435, -2.012], [0.475, 2.219, -3.215], [-1.572, -0.397, -2.875], [-2.622, 0.614, -3.166], [-2.588, 1.365, -4.339], [-3.495, 2.387, -4.584], [-4.469, 2.670, -3.637], [-4.539, 1.899, -2.484], [-3.646, 0.859, -2.233], [-3.831, 0.013, -1.016], [-2.586, 0.414, 0.757], [-3.614, 2.266, 1.242], [-3.955, -0.724, 1.997], [1.142, -0.757, -4.314], [1.526, -1.799, -2.919], [2.542, -0.394, -3.274], [0.859, 1.985, -4.209], [1.179, 2.879, -2.704], [-0.491, 2.713, -3.294], [-1.893, -1.140, -2.153], [-1.257, -0.920, -3.781], [-1.809, 1.152, -5.065], [-3.436, 2.959, -5.503], [-5.179, 3.474, -3.798], [-5.314, 2.102, -1.750], [-3.663, -1.046, -1.214], [-4.856, 0.126, -0.656], [-4.669, 2.063, 1.443], [-3.526, 2.936, 0.388], [-3.164, 2.734, 2.120], [-4.975, -0.627, 1.621], [-3.912, -0.336, 3.017], [-3.646, -1.767, 2.000], [-2.282, 5.046, -1.289], [-1.148, 4.579, -0.516], [-0.326, 5.451, 0.137], [0.735, 5.021, 0.826], [1.018, 3.581, 0.897], [2.004, 3.169, 1.498], [0.135, 2.731, 0.261], [-0.900, 3.196, -0.445], [-1.669, 2.460, -1.086], [-2.062, 6.039, -1.686], [-3.190, 5.100, -0.682], [-2.464, 4.355, -2.108], [-0.591, 6.499, 0.046], [1.400, 5.701, 1.335], [2.356, -7.832, -0.006], [1.474, -6.611, -0.012], [0.320, -6.565, -0.785], [-0.509, -5.448, -0.766], [-0.184, -4.365, 0.030], [0.963, -4.396, 0.812], [1.784, -5.510, 0.784], [-1.234, -2.924, 0.101], [-2.358, -3.208, -0.781], [-1.591, -2.792, 1.499], [-0.393, -1.822, -0.374], [2.232, -8.414, -0.921], [2.118, -8.485, 0.837], [3.409, -7.557, 0.080], [0.067, -7.412, -1.416], [-1.406, -5.399, -1.368], [1.200, -3.540, 1.433], [2.689, -5.522, 1.382]], "forces_ev_per_a": [[-0.7, 0.3, -0.1], [-0.1, -0.1, 0.0], [0.1, 0.1, 0.3], [0.0, 0.1, 0.0], [0.0, 0.0, -0.1], [0.1, 0.0, 0.0], [-0.1, 0.0, 0.0], [0.0, 0.0, -0.1], [0.1, 0.0, 0.1], [-0.1, 0.0, 0.0], [0.2, 0.1, 0.0], [0.0, -0.1, 0.0], [0.0, 0.0, 0.0], [0.0, 0.0, 0.0], [0.0, 0.0, 0.0], [0.0, 0.0, 0.0], [0.0, 0.0, 0.0], [0.0, 0.0, 0.0], [0.0, 0.0, 0.0], [0.0, 0.0, 0.0], [0.0, 0.0, 0.0], [0.0, 0.0, 0.0], [0.0, 0.0, 0.0], [0.0, 0.0, 0.0], [0.0, 0.0, 0.0], [0.0, 0.0, 0.0], [0.0, 0.0, 0.0], [0.0, 0.0, 0.0], [0.0, 0.0, 0.0], [0.0, 0.0, 0.1], [-0.1, -0.1, -0.4], [0.1, -0.1, 0.0], [0.1, 0.1, -0.3], [-0.1, -0.1, 0.1], [0.0, 0.0, 0.0], [0.0, 0.0, 0.0], [0.0, 0.0, 0.0], [0.0, 0.0, 0.0], [-0.2, -0.1, -0.1], [0.1, 0.1, 0.2], [0.0, 0.3, -0.1], [0.0, -0.1, 0.0], [0.2, 0.0, 0.0], [0.0, 0.0, 0.0], [-0.1, 0.0, 0.0], [0.0, 0.0, 0.0], [0.0, 0.0, 0.0], [0.0, 0.0, 0.0], [0.0, 0.0, 0.0], [0.0, -0.1, 0.0], [0.0, 0.1, 0.0], [0.0, 0.0, 0.0], [0.0, 0.0, 0.0], [0.0, 0.0, 0.0], [0.0, 0.0, 0.0], [0.0, 0.0, 0.0], [0.0, 0.0, 0.1], [0.0, 0.0, 0.0], [0.0, 0.0, 0.0], [0.0, 0.0, 0.0], [0.0, 0.1, 0.0], [0.0, 0.0, 0.0], [0.0, 0.0, 0.0], [0.0, 0.0, 0.0], [0.0, 0.0, -0.1], [-0.1, 0.0, -0.1], [0.1, 0.0, 0.1], [-0.2, -0.1, -0.1], [0.0, 0.0, 0.0], [0.3, 0.0, 0.4], [0.2, 0.0, -0.1], [-0.1, 0.0, 0.0], [0.0, 0.0, 0.0], [0.0, 0.0, 0.0], [0.0, 0.0, 0.0], [0.0, 0.0, 0.0], [0.0, 0.0, 0.0], [0.0, 0.0, 0.0], [0.0, 0.0, 0.0], [0.0, 0.0, 0.0], [0.0, 0.0, -0.1], [0.0, 0.0, 0.0], [0.0, 0.0, 0.0], [0.0, 0.0, 0.0], [-0.1, 0.0, 0.0], [0.0, 0.0, -0.1], [-0.1, -0.1, 0.1], [0.1, -0.4, 0.0], [0.0, 0.0, 0.0], [0.0, 0.0, 0.0], [0.0, 0.0, 0.0], [0.0, 0.0, 0.0], [0.0, 0.0, 0.0], [0.0, 0.0, 0.0], [0.0, 0.0, 0.0]], "de_lowest_kcal_mol": 0.0, "multiplicity": 2, "orbital_gap_ev": [6.171, 5.959], "charge": -2, "homo_ev": [-1.95, -1.74], "s_squared": 0.8318}

---

Entry 2:
{"formula": "C34H48CrN2O5PS", "method": "the ωB97M-V functional and the def2-TZVPD basis", "symbols": ["Cr", "C", "C", "C", "C", "C", "C", "C", "C", "C", "C", "C", "C", "N", "C", "C", "C", "C", "C", "C", "C", "N", "C", "C", "C", "C", "C", "C", "C", "C", "C", "C", "C", "C", "H", "H", "H", "H", "H", "H", "H", "H", "H", "H", "H", "H", "H", "H", "H", "H", "H", "H", "H", "H", "H", "H", "H", "H", "H", "H", "H", "H", "H", "H", "H", "H", "H", "H", "H", "H", "H", "H", "H", "O", "S", "O", "O", "O", "C", "P", "C", "C", "O", "H", "H", "H", "H", "H", "H", "H", "H", "H"], "coordinates": [[-0.186, -0.063, -0.600], [-3.956, 1.898, 2.236], [-2.488, 2.324, 2.294], [-2.231, 3.145, 3.558], [-2.080, 3.077, 1.044], [-2.821, 4.183, 0.642], [-2.512, 4.868, -0.519], [-1.461, 4.438, -1.309], [-0.693, 3.334, -0.952], [0.413, 2.870, -1.879], [-0.154, 2.429, -3.228], [1.485, 3.947, -2.050], [-0.999, 2.686, 0.248], [-0.217, 1.555, 0.639], [0.417, 1.661, 1.778], [1.271, 0.705, 2.401], [1.721, 1.059, 3.694], [2.601, 0.294, 4.408], [3.092, -0.871, 3.787], [2.697, -1.247, 2.536], [1.732, -0.499, 1.770], [1.336, -0.873, 0.551], [2.006, -2.007, -0.003], [3.190, -1.799, -0.721], [3.880, -2.905, -1.198], [3.401, -4.189, -0.996], [2.207, -4.375, -0.328], [1.487, -3.295, 0.171], [0.178, -3.545, 0.886], [-0.743, -4.452, 0.072], [0.397, -4.131, 2.282], [3.735, -0.403, -0.948], [4.846, -0.083, 0.055], [4.219, -0.187, -2.379], [-4.190, 1.240, 3.074], [-4.169, 1.367, 1.307], [-4.627, 2.757, 2.296], [-1.891, 1.410, 2.346], [-2.761, 4.097, 3.504], [-1.174, 3.365, 3.703], [-2.587, 2.612, 4.440], [-3.661, 4.507, 1.244], [-3.100, 5.727, -0.817], [-1.236, 4.957, -2.231], [0.905, 2.002, -1.429], [-0.706, 3.246, -3.699], [-0.817, 1.570, -3.131], [0.657, 2.133, -3.894], [1.084, 4.828, -2.555], [2.305, 3.560, -2.655], [1.890, 4.267, -1.090], [0.296, 2.594, 2.336], [1.343, 1.982, 4.118], [2.925, 0.579, 5.400], [3.816, -1.486, 4.310], [3.116, -2.139, 2.093], [4.800, -2.761, -1.750], [3.945, -5.040, -1.386], [1.817, -5.377, -0.201], [-0.316, -2.577, 0.998], [-0.354, -5.472, 0.030], [-0.852, -4.074, -0.941], [-1.727, -4.502, 0.543], [0.900, -5.098, 2.212], [-0.560, -4.289, 2.784], [1.003, -3.478, 2.906], [2.908, 0.290, -0.773], [5.657, -0.811, -0.029], [4.480, -0.107, 1.083], [5.262, 0.908, -0.136], [5.098, -0.794, -2.605], [4.505, 0.858, -2.516], [3.430, -0.430, -3.085], [-1.073, -0.823, -3.801], [-0.117, -1.512, -2.941], [-0.813, -1.843, -1.588], [0.933, -0.548, -2.481], [0.411, -2.728, -3.512], [-3.287, -1.683, 0.109], [-3.152, -0.714, -1.419], [-3.443, -1.881, -2.782], [-4.740, 0.176, -1.536], [-2.145, 0.419, -1.226], [-3.782, -2.635, -0.062], [-3.852, -1.102, 0.841], [-2.292, -1.881, 0.498], [-4.356, -2.401, -2.464], [-2.652, -2.586, -2.957], [-3.641, -1.330, -3.697], [-5.586, -0.511, -1.503], [-4.759, 0.706, -2.486], [-4.833, 0.909, -0.736]], "forces_ev_per_a": [[-0.5, -0.8, -0.1], [0.0, 0.0, -0.1], [0.0, -0.1, 0.0], [-0.1, 0.0, 0.0], [-0.1, 0.2, 0.0], [0.0, 0.0, 0.0], [0.0, 0.0, 0.0], [0.1, -0.1, 0.0], [-0.1, 0.1, -0.1], [0.0, -0.1, 0.1], [0.0, 0.0, 0.0], [0.0, 0.0, 0.0], [0.1, -0.2, 0.1], [0.7, 0.3, 0.7], [-0.3, -0.1, -0.7], [-0.1, 0.2, -0.1], [0.1, -0.1, 0.1], [-0.1, 0.1, -0.1], [0.0, -0.1, 0.0], [-0.1, 0.0, 0.1], [0.1, -0.1, 0.0], [-0.1, 0.2, 0.3], [-0.1, 0.0, 0.0], [0.1, -0.1, 0.0], [0.0, 0.0, 0.0], [0.1, 0.0, 0.0], [0.0, 0.0, 0.0], [0.1, 0.0, -0.1], [-0.1, 0.1, 0.0], [0.0, -0.1, 0.0], [0.0, 0.0, 0.0], [-0.1, 0.1, 0.0], [0.0, 0.0, 0.1], [0.1, 0.0, 0.0], [0.0, 0.0, 0.0], [0.0, 0.0, 0.1], [0.0, 0.0, 0.0], [-0.1, 0.1, 0.0], [0.0, 0.0, 0.0], [0.0, 0.0, 0.0], [0.0, 0.0, 0.1], [-0.1, 0.0, 0.0], [0.0, 0.0, 0.0], [0.0, 0.0, 0.0], [0.0, 0.1, 0.0], [0.0, 0.1, 0.0], [0.0, 0.0, 0.0], [0.0, -0.1, 0.0], [0.0, 0.0, 0.0], [0.0, 0.0, 0.0], [0.0, 0.0, 0.1], [0.0, 0.0, -0.1], [0.0, 0.0, 0.0], [0.0, 0.0, 0.0], [0.0, 0.0, 0.0], [0.0, 0.0, 0.0], [0.0, 0.0, 0.0], [0.0, 0.0, 0.0], [0.0, 0.0, 0.0], [0.0, 0.0, 0.0], [0.0, 0.0, 0.0], [0.0, 0.0, 0.0], [-0.1, 0.0, 0.0], [0.0, 0.0, 0.0], [-0.1, 0.0, 0.0], [0.1, 0.1, 0.1], [0.1, 0.0, 0.0], [0.0, 0.0, 0.0], [0.0, 0.0, -0.1], [0.0, 0.1, 0.0], [0.0, 0.0, 0.0], [0.0, 0.0, 0.0], [-0.1, 0.0, -0.1], [-0.2, 0.0, -0.2], [0.1, 0.0, 0.4], [0.1, 0.2, -0.1], [0.2, 0.3, -0.1], [0.1, -0.1, 0.0], [0.0, 0.1, 0.0], [-0.3, 0.4, 0.4], [-0.1, 0.3, 0.1], [0.0, -0.1, 0.1], [0.1, -0.4, -0.3], [-0.1, -0.1, 0.0], [0.0, 0.0, 0.0], [0.1, 0.0, 0.0], [0.0, 0.1, -0.1], [0.3, -0.1, 0.1], [0.1, 0.0, -0.1], [0.0, 0.0, 0.0], [0.0, 0.0, -0.1], [0.1, 0.0, 0.0]], "multiplicity": 5, "orbital_gap_ev": [6.527, 7.298], "charge": -1, "homo_ev": [-4.10, -4.88], "s_squared": 6.0131}

---

Entry 3:
{"formula": "C34H48GeN2PPtSi2", "method": "the ωB97M-V functional and the def2-TZVPD basis", "symbols": ["Pt", "C", "Si", "C", "C", "C", "C", "C", "C", "C", "C", "N", "Si", "C", "C", "C", "H", "H", "H", "H", "H", "H", "H", "H", "H", "H", "H", "H", "H", "H", "H", "H", "H", "H", "H", "H", "H", "H", "C", "Ge", "C", "C", "C", "H", "H", "H", "H", "H", "H", "H", "H", "H", "H", "H", "N", "P", "C", "C", "C", "C", "C", "C", "C", "C", "C", "C", "C", "C", "C", "C", "C", "C", "C", "C", "H", "H", "H", "H", "H", "H", "H", "H", "H", "H", "H", "H", "H", "H", "H"], "coordinates": [[0.007, 0.134, -0.796], [-3.369, -3.360, -0.637], [-1.869, -2.212, -0.375], [-2.348, -1.346, 1.218], [-0.436, -3.417, -0.223], [-1.465, -0.966, -1.773], [-0.874, -1.688, -2.953], [-1.570, -2.751, -3.567], [-1.029, -3.411, -4.648], [0.214, -3.013, -5.129], [0.828, -1.958, -4.480], [0.318, -1.312, -3.433], [-2.996, -0.006, -2.382], [-3.572, 1.220, -1.068], [-4.539, -1.089, -2.678], [-2.834, 0.748, -4.110], [-3.303, -4.124, 0.146], [-3.401, -3.887, -1.593], [-4.319, -2.843, -0.506], [-2.291, -2.040, 2.062], [-3.378, -0.981, 1.153], [-1.699, -0.497, 1.415], [-0.497, -3.955, 0.728], [0.511, -2.880, -0.263], [-0.476, -4.152, -1.033], [-2.534, -3.050, -3.184], [-1.570, -4.228, -5.111], [0.689, -3.499, -5.970], [1.799, -1.604, -4.819], [-4.400, 0.795, -0.495], [-3.923, 2.152, -1.522], [-2.756, 1.457, -0.384], [-5.000, -1.438, -1.753], [-4.353, -1.962, -3.308], [-5.277, -0.470, -3.198], [-2.192, 1.622, -4.184], [-3.837, 1.026, -4.449], [-2.452, -0.009, -4.803], [2.886, 1.954, -2.247], [1.120, 2.802, -2.195], [1.100, 4.022, -0.646], [0.987, 3.955, -3.797], [-0.333, 1.502, -2.253], [3.673, 2.705, -2.344], [2.945, 1.265, -3.092], [3.061, 1.382, -1.335], [1.705, 4.905, -0.867], [1.523, 3.547, 0.241], [0.084, 4.348, -0.417], [1.795, 4.690, -3.824], [0.035, 4.490, -3.806], [1.041, 3.348, -4.702], [-0.242, 1.076, -3.260], [-1.270, 2.069, -2.249], [1.113, -0.698, 0.735], [1.370, -0.100, 2.126], [2.696, 1.168, 2.187], [2.739, 2.222, 3.096], [3.802, 3.117, 3.091], [4.838, 2.959, 2.182], [4.802, 1.909, 1.272], [3.736, 1.023, 1.272], [0.008, 0.691, 3.065], [-0.551, 1.859, 2.547], [-1.675, 2.428, 3.123], [-2.266, 1.828, 4.229], [-1.727, 0.660, 4.747], [-0.599, 0.095, 4.167], [2.029, -1.338, 3.309], [2.100, -2.652, 2.863], [2.607, -3.648, 3.689], [3.047, -3.335, 4.966], [2.985, -2.021, 5.417], [2.481, -1.029, 4.590], [1.930, 2.358, 3.804], [3.816, 3.941, 3.794], [5.666, 3.656, 2.174], [5.599, 1.790, 0.548], [3.676, 0.220, 0.545], [-0.124, 2.310, 1.660], [-2.097, 3.329, 2.697], [-3.151, 2.266, 4.676], [-2.192, 0.178, 5.598], [-0.205, -0.829, 4.570], [1.751, -2.867, 1.859], [2.658, -4.669, 3.330], [3.442, -4.111, 5.611], [3.332, -1.770, 6.412], [2.443, -0.005, 4.944]], "forces_ev_per_a": [[-0.1, -0.6, 0.4], [0.0, -0.1, 0.0], [0.0, 0.1, -0.2], [0.0, 0.0, 0.0], [0.0, 0.1, 0.0], [-0.1, 0.1, -0.2], [-0.1, -0.1, 0.0], [0.0, 0.0, 0.0], [0.1, 0.0, 0.0], [-0.1, 0.0, 0.0], [0.0, 0.0, 0.0], [0.1, -0.1, -0.1], [0.0, -0.1, 0.1], [0.1, 0.1, -0.1], [0.0, -0.1, 0.1], [0.0, 0.0, 0.0], [0.0, 0.0, 0.0], [0.0, 0.0, 0.1], [0.0, 0.0, 0.0], [0.0, 0.0, 0.0], [0.0, 0.0, 0.0], [0.0, 0.0, 0.1], [0.0, 0.0, 0.0], [0.0, 0.0, 0.0], [0.0, 0.0, 0.0], [0.1, 0.0, 0.0], [0.0, 0.0, 0.0], [0.0, 0.0, 0.0], [0.0, 0.0, 0.0], [0.0, 0.0, 0.0], [0.0, 0.0, 0.0], [0.0, 0.0, 0.0], [0.0, 0.0, 0.0], [0.0, 0.0, 0.0], [0.0, 0.0, 0.0], [0.0, 0.0, 0.0], [0.0, 0.0, 0.0], [0.0, 0.0, 0.0], [0.1, 0.0, 0.0], [-0.1, 0.0, 0.0], [0.0, 0.0, 0.0], [0.0, 0.0, 0.0], [0.2, 0.3, -0.3], [0.0, 0.0, 0.0], [0.0, 0.0, 0.0], [-0.1, 0.0, 0.0], [0.0, 0.0, 0.0], [0.0, -0.1, 0.0], [0.0, 0.0, 0.0], [0.0, 0.0, 0.0], [0.0, 0.0, 0.0], [0.0, 0.0, 0.0], [-0.1, 0.0, 0.1], [0.0, 0.0, 0.2], [-0.1, 0.3, -0.1], [0.1, 0.0, 0.0], [0.0, 0.0, 0.1], [0.0, 0.0, 0.0], [0.0, 0.0, 0.0], [0.0, 0.0, 0.0], [0.0, 0.0, 0.0], [0.0, 0.0, 0.0], [-0.1, 0.0, 0.0], [0.0, 0.1, -0.1], [0.0, 0.0, 0.0], [0.0, 0.0, 0.0], [0.0, 0.0, 0.0], [0.0, 0.0, 0.0], [0.0, -0.1, -0.1], [0.0, 0.0, 0.0], [0.0, 0.0, 0.0], [0.0, 0.0, 0.0], [0.0, 0.0, 0.0], [0.0, 0.1, 0.0], [0.0, 0.0, 0.0], [0.0, 0.0, 0.0], [0.0, 0.0, 0.0], [0.0, 0.0, 0.0], [0.0, 0.0, 0.0], [0.1, 0.0, 0.0], [0.0, 0.0, 0.0], [0.0, 0.0, 0.0], [0.0, 0.0, 0.0], [0.0, 0.0, 0.0], [0.0, 0.0, 0.0], [0.0, 0.0, 0.0], [0.0, 0.0, 0.0], [0.0, 0.0, 0.0], [0.0, 0.0, 0.0]], "orbital_gap_ev": 6.634, "charge": -1, "homo_ev": -3.96}